No. 1
DFT (ωB97M-V with the def2-TZVPD basis set) results for a molecular structure, C48H55BrN7O4STeTi at a distorted geometry.

XYZ file:
```
118
C48H55BrN7O4STeTi (ωB97M-V with the def2-TZVPD basis set)
Ti -0.64231 1.10948 -0.01487
N -1.91633 0.79483 1.86365
C -2.91129 0.23825 2.04949
N -4.01365 -0.43568 2.23967
C -4.65433 -0.53762 3.54974
C -6.04520 0.08042 3.49565
C -6.86032 -0.53697 2.35846
C -6.13411 -0.37931 1.02261
C -4.74079 -0.98731 1.08572
H -4.01753 -0.05322 4.28807
H -4.72306 -1.60007 3.80643
H -5.94418 1.15783 3.33283
H -6.54264 -0.06579 4.45653
H -7.84829 -0.07583 2.31043
H -7.01623 -1.60193 2.56256
H -6.03834 0.68419 0.78150
H -6.69345 -0.85137 0.21330
H -4.16164 -0.78234 0.18669
H -4.79909 -2.07252 1.21858
Br 0.78777 1.42452 4.21243
C 2.44840 2.10593 3.61044
C 3.52822 2.01232 4.47470
C 4.74147 2.58690 4.13028
C 4.86673 3.28868 2.94083
C 3.77940 3.38525 2.08884
C 2.56885 2.76982 2.39258
C 1.48551 2.82621 1.35099
O 1.25578 3.88048 0.76724
O 0.87814 1.70838 1.14013
H 3.41087 1.49560 5.41736
H 5.58412 2.49607 4.80339
H 5.80479 3.76093 2.68096
H 3.84674 3.93914 1.16100
C 5.90714 -7.22435 -2.75723
C 4.79713 -6.29892 -2.33715
C 4.50272 -6.09941 -0.99387
C 3.49983 -5.22932 -0.58578
C 3.25601 -5.06216 0.89025
C 2.75703 -4.51708 -1.54682
Te 1.23567 -3.12896 -0.94593
N -0.63562 -0.98094 -0.04941
C -1.66574 -0.88308 -0.78289
O -2.21878 0.35751 -0.96908
C -2.34418 -1.99112 -1.51355
C -2.95070 -1.75632 -2.74386
C -3.55237 -2.79785 -3.43467
C -3.56891 -4.07683 -2.89261
C -2.97763 -4.31195 -1.65830
C -2.36390 -3.27297 -0.97352
C 2.66643 -1.95722 0.08512
C 3.82491 -1.60493 -0.60630
C 4.82921 -0.86913 0.00002
C 4.67919 -0.46921 1.32190
C 3.52995 -0.81590 2.01054
C 2.50516 -1.55682 1.41510
C 1.28462 -1.89659 2.22157
C 3.03900 -4.71629 -2.90505
C 2.32140 -4.01091 -4.03269
C 4.05146 -5.60418 -3.27289
H 6.06059 -8.01519 -2.02262
H 6.84994 -6.68122 -2.85734
H 5.69241 -7.68885 -3.72007
H 5.06596 -6.64314 -0.24175
H 3.80015 -5.81782 1.45750
H 2.19303 -5.14026 1.12299
H 3.58158 -4.07692 1.23208
H -2.94225 -0.75121 -3.14517
H -4.01008 -2.61376 -4.39883
H -4.04188 -4.88843 -3.43123
H -2.98365 -5.30854 -1.23463
H -1.87959 -3.44467 -0.01978
H 3.93814 -1.91295 -1.63861
H 5.72519 -0.61530 -0.55458
H 5.45695 0.10129 1.81525
H 3.41606 -0.51704 3.04703
H 1.47640 -1.75376 3.28584
H 0.98033 -2.93155 2.04821
H 0.44324 -1.27052 1.92047
H 1.42584 -3.49092 -3.70490
H 2.04420 -4.72925 -4.80614
H 2.97869 -3.26933 -4.49529
H 4.25589 -5.75186 -4.32970
C -1.71692 5.48337 0.33028
S -1.70857 3.87798 1.12685
O -1.79901 2.92885 -0.05642
C -3.38007 3.92436 1.76908
C -4.42195 3.43158 1.00018
C -5.71291 3.50289 1.50405
C -5.94594 4.04235 2.76294
C -4.88736 4.50738 3.53233
C -3.59293 4.44478 3.03635
H -2.43950 5.42504 -0.48207
H -0.71025 5.65563 -0.04541
H -1.99275 6.24905 1.05341
H -4.20671 2.98653 0.03568
H -6.54167 3.13425 0.91235
H -6.95550 4.09057 3.15027
H -5.06739 4.91040 4.52014
H -2.75676 4.79138 3.63305
C 2.06743 3.35418 -4.61595
C 1.57144 4.37712 -3.59780
C 0.07676 4.64734 -3.75579
C 1.93322 3.97951 -2.16101
N 1.67949 2.57177 -1.87437
C 2.55106 1.56085 -1.73280
N 1.90645 0.42731 -1.67311
N 0.60539 0.74784 -1.81991
N 0.45317 2.04000 -1.93957
H 1.91709 3.72597 -5.62962
H 1.51959 2.41357 -4.52770
H 3.13198 3.14118 -4.49337
H 2.10812 5.31579 -3.76869
H -0.51087 3.76509 -3.50094
H -0.15293 4.92420 -4.78579
H -0.24352 5.46587 -3.10759
H 1.38673 4.56407 -1.42621
H 2.99835 4.12599 -1.97921
H 3.61709 1.68676 -1.64353
```

Highest occupied orbital energy (spin up / spin down) = -6.44 / -6.47 eV
2S+1 = 2
Frontier orbital gap (spin up / spin down) = 0.2482 / 0.2490 Ha
Energy relative to the best compared isomer or geometry (same formula, charge and spin) = 0.640 eV

Mulliken population analysis, charges in e, atoms 1 to 8: atom 1 (Ti): -0.4642, atom 2 (N): -0.1733, atom 3 (C): 0.3592, atom 4 (N): 0.2101, atom 5 (C): -0.9083, atom 6 (C): -0.0479, atom 7 (C): -0.8384, atom 8 (C): -0.4144



No. 2
DFT (ωB97M-V with the def2-TZVPD basis set) results for a molecular structure, C21H20Br2MnN6O2S.

XYZ file:
```
53
C21H20Br2MnN6O2S (ωB97M-V with the def2-TZVPD basis set)
Mn -0.66302 0.79191 -0.47197
O 0.32970 -0.44909 -2.22726
C 1.31520 -0.02589 -1.51536
N 1.63105 1.22931 -1.48877
C 2.50329 1.66897 -0.46452
C 3.86227 1.79406 -0.71068
C 4.72156 2.25867 0.27300
C 4.19900 2.61284 1.50504
C 2.83889 2.50762 1.76135
C 1.95160 2.03453 0.78442
N 0.55334 1.90969 0.92800
C -0.04107 2.16512 2.10336
O 0.44376 2.46657 3.19435
C -1.56295 2.09304 2.05494
C -2.28974 2.58472 3.13062
C -3.66927 2.58492 3.06143
C -4.28761 2.08916 1.92236
C -3.49461 1.59412 0.90671
N -2.16054 1.58638 0.97325
C 1.73244 -0.97717 -0.41875
C 2.93749 -1.63588 -0.25499
C 3.07862 -2.45832 0.85168
C 2.02712 -2.57785 1.74863
C 0.86336 -1.86623 1.50783
N 0.71558 -1.08746 0.44071
H 4.22896 1.52703 -1.69482
H 5.78225 2.34770 0.07507
H 4.85108 2.98332 2.28637
H 2.45267 2.78835 2.72567
H -1.74158 2.96063 3.98155
H -4.25969 2.97232 3.88181
H -5.36345 2.08125 1.81891
H -3.93548 1.18397 0.00667
H 3.73929 -1.49006 -0.96498
H 4.00557 -2.99063 1.02109
H 2.10794 -3.20097 2.62823
H 0.02137 -1.91274 2.18881
Br -1.62796 0.35221 -5.10310
C -2.70069 0.89938 -3.60946
Br -1.85453 2.26303 -2.51784
H -2.85982 0.03997 -2.96800
H -3.62201 1.32391 -3.98397
C -0.49122 -3.94303 -2.51920
N -1.00727 -2.70211 -1.98312
C -2.08754 -2.62007 -1.23836
N -2.79494 -3.74211 -0.98924
S -2.63801 -1.15309 -0.55219
H 0.43534 -3.72346 -3.04275
H -1.18189 -4.39365 -3.23781
H -0.27794 -4.66593 -1.72721
H -0.45212 -1.82873 -2.12342
H -2.60550 -4.60481 -1.46779
H -3.65831 -3.64542 -0.48630
```

Highest occupied orbital energy (spin up / spin down) = -7.10 / -7.17 eV
2S+1 = 6
Frontier orbital gap (spin up / spin down) = 0.2689 / 0.2709 Ha
Energy relative to the best compared isomer or geometry (same formula, charge and spin) = 0.974 eV

Mulliken population analysis, charges in e, atoms 1 to 8: atom 1 (Mn): 0.4749, atom 2 (O): -0.6022, atom 3 (C): -0.3099, atom 4 (N): -0.5489, atom 5 (C): 0.1519, atom 6 (C): -0.2495, atom 7 (C): -0.6153, atom 8 (C): -0.6767



No. 3
DFT (ωB97M-V with the def2-TZVPD basis set) results for a molecular structure, C2H69O35Rb at a distorted geometry.

XYZ file:
```
107
C2H69O35Rb (ωB97M-V with the def2-TZVPD basis set)
Rb -4.38498 0.19105 0.33112
C 0.15654 0.76828 -0.50209
C -0.56760 -0.50187 -0.06326
O -1.00955 -0.64034 1.06700
O -0.85194 -1.32696 -0.93302
H 0.96995 0.50586 -1.17856
H 0.61595 1.28142 0.34273
H -0.39290 1.52621 -1.06044
O -0.38174 4.94018 2.51355
H -0.07465 5.02686 3.41600
H 0.41758 4.83891 1.99676
O -1.01580 -1.54056 -3.63029
H -0.78661 -1.21864 -2.75848
H -0.21104 -1.94314 -3.95669
O -3.12274 -6.66266 -1.95749
H -2.51305 -6.85957 -2.66864
H -2.77671 -5.86414 -1.55891
O 5.98807 0.78856 -2.56049
H 5.65565 1.28808 -3.30629
H 5.39575 1.00820 -1.84136
O 2.77360 -2.44820 0.48454
H 2.89548 -1.63497 0.97447
H 1.82553 -2.57915 0.46887
O -3.99082 -1.56767 2.62565
H -3.59209 -0.92404 3.21129
H -3.25134 -2.06574 2.27731
O -1.96407 -3.95731 -2.32422
H -1.45113 -3.31510 -1.83362
H -1.65830 -3.86955 -3.22702
O -1.10487 -0.14372 -6.00584
H -0.73376 0.65219 -5.62498
H -1.25868 -0.71917 -5.25655
O 0.72275 -2.85128 -5.15986
H 1.32246 -2.91113 -5.90350
H -0.12719 -3.11078 -5.51550
O 4.13704 0.88654 -0.83435
H 4.38805 1.47965 -0.12622
H 3.88268 0.07734 -0.39081
O 2.54667 3.14049 -1.91922
H 2.70217 2.28799 -1.51263
H 3.30899 3.66541 -1.67516
O 0.68936 2.96751 5.34233
H 0.12662 2.92877 4.56898
H 0.11998 3.29812 6.03712
O 3.93291 2.71205 1.14650
H 3.21459 3.27794 0.86362
H 3.78905 2.59279 2.08528
O 3.33533 3.30131 3.80547
H 2.46153 3.23643 4.19083
H 3.92991 3.06745 4.51821
O -4.28062 -2.49069 -1.30095
H -4.92189 -2.89379 -1.88620
H -3.46016 -2.94377 -1.49539
O -3.05186 0.71973 -2.38691
H -2.50861 0.07958 -2.84658
H -3.93923 0.55424 -2.70541
O -1.97813 -3.35429 1.03917
H -1.79643 -2.44878 0.78761
H -1.75315 -3.86851 0.26381
O -4.04279 1.50991 3.58022
H -4.49192 1.88966 4.33540
H -3.11763 1.70649 3.72740
O -1.42139 -4.96846 3.73222
H -0.70646 -4.34143 3.84154
H -1.84615 -4.70799 2.91493
O 2.62863 -0.19852 2.00439
H 3.11235 -0.13491 2.82792
H 1.70775 -0.17906 2.26484
O -2.43388 3.37435 -1.33085
H -2.65567 2.69260 -1.96508
H -3.26979 3.60746 -0.92691
O 1.57807 4.19909 0.58444
H 1.81876 4.52324 -0.28344
H 0.95201 3.49566 0.41275
O 3.58615 -4.71930 -0.69280
H 3.04210 -4.71080 -1.48032
H 3.20090 -4.04958 -0.12774
O -3.88582 -5.11483 1.89078
H -3.20683 -4.50306 1.60628
H -4.43539 -5.24015 1.11715
O -0.80522 5.52484 -0.97079
H -1.41789 4.84708 -1.25630
H -1.02598 5.67620 -0.05177
O 0.43938 0.01253 4.31743
H -0.02936 -0.45871 5.00623
H 1.05442 0.57546 4.78760
O 1.47755 -4.33583 -2.82553
H 1.21307 -5.25397 -2.76817
H 1.31560 -4.09597 -3.73793
O -0.47231 2.30746 -4.83495
H -0.27823 2.06485 -3.92958
H -1.16111 2.96832 -4.76393
O 4.55699 2.39752 -4.41008
H 3.74009 1.90444 -4.33398
H 4.44471 3.14087 -3.81759
O 0.35632 6.83981 -2.86414
H 0.74418 6.16737 -3.42416
H -0.13906 6.34939 -2.20816
O -0.02886 -2.56911 3.04976
H -0.16965 -1.75976 3.54104
H -0.47216 -2.42281 2.21411
O -0.87749 -1.71340 5.93348
H -0.37756 -1.66121 6.74808
H -1.77888 -1.87034 6.21474
O -1.14675 1.87182 3.48792
H -0.90811 1.85366 2.56112
H -0.75922 1.07553 3.85117
```

Highest occupied orbital energy = -9.41 eV
Frontier orbital gap = 0.2953 Ha

Mulliken population analysis, charges in e, atoms 1 to 8: atom 1 (Rb): 0.7295, atom 2 (C): -0.5231, atom 3 (C): 0.9912, atom 4 (O): -0.8214, atom 5 (O): -0.2193, atom 6 (H): 0.3709, atom 7 (H): -0.1845, atom 8 (H): 0.1590



No. 4
DFT (ωB97M-V with the def2-TZVPD basis set) results for C6H12S in the gas phase at a distorted geometry.

XYZ file:
```
19
C6H12S (ωB97M-V with the def2-TZVPD basis set)
C -1.92145 -0.27933 1.32349
C -0.68377 -1.01652 0.88444
C 0.18569 -0.54709 -0.00209
C 1.41419 -1.38499 -0.32851
C 0.01773 0.82461 -0.58658
C 1.21729 1.76769 -0.34079
S -0.29477 0.60518 -2.35137
H -2.38588 0.15675 0.48241
H -1.74726 0.51692 2.07637
H -2.64881 -0.94943 1.79569
H -0.51055 -1.91207 1.42041
H 1.50955 -1.35935 -1.43018
H 1.29806 -2.40353 0.07688
H 2.31645 -0.91673 0.10833
H -0.86886 1.24350 -0.12158
H 1.30278 1.81479 0.76037
H 2.13517 1.29274 -0.74278
H 1.04576 2.76274 -0.75425
H -1.38130 -0.21587 -2.27025
```

Highest occupied orbital energy = -8.75 eV
Frontier orbital gap = 0.3528 Ha
SMILES = C/C=C(/C)[C@@H](C)S
Energy relative to the best compared isomer or geometry (same formula, charge and spin) = 0.366 eV

Mulliken population analysis, charges in e, atoms 1 to 8: atom 1 (C): -1.3408, atom 2 (C): -0.2819, atom 3 (C): 0.4358, atom 4 (C): -1.3920, atom 5 (C): 0.3742, atom 6 (C): -1.4640, atom 7 (S): -0.2425, atom 8 (H): 0.4027